{"formula": "C41H51As3BrCaN2Si", "method": "ωB97M-V/def2-TZVPD", "symbols": ["Ca", "C", "As", "C", "C", "C", "C", "C", "As", "C", "C", "C", "As", "C", "C", "H", "H", "H", "H", "H", "H", "H", "H", "H", "H", "H", "H", "H", "H", "H", "H", "H", "H", "H", "H", "H", "H", "H", "H", "H", "H", "H", "Br", "C", "C", "C", "C", "C", "C", "N", "C", "C", "C", "C", "C", "C", "N", "H", "H", "H", "H", "H", "H", "H", "H", "H", "C", "C", "C", "C", "C", "C", "Si", "C", "C", "C", "C", "C", "C", "C", "C", "C", "C", "C", "C", "H", "H", "H", "H", "H", "H", "H", "H", "H", "H", "H", "H", "H", "H", "H"], "xyz": [[-0.60, -0.07, -0.04], [4.19, 0.51, -1.02], [2.52, 0.46, -0.05], [2.88, -1.12, 1.04], [2.81, 1.79, 1.38], [2.55, 3.29, 1.11], [3.19, 4.06, 2.28], [1.05, 3.64, 1.13], [-0.20, 2.95, -0.22], [-1.79, 3.83, 0.50], [0.11, 4.10, -1.75], [3.21, 3.71, -0.21], [3.20, 5.65, -0.61], [3.78, 5.44, -2.47], [4.96, 6.11, 0.11], [4.23, 1.37, -1.70], [4.28, -0.40, -1.61], [5.02, 0.56, -0.31], [3.78, -0.96, 1.64], [3.03, -1.97, 0.38], [2.04, -1.38, 1.69], [3.86, 1.66, 1.68], [2.22, 1.47, 2.24], [2.80, 3.70, 3.23], [2.97, 5.13, 2.22], [4.27, 3.92, 2.28], [0.94, 4.73, 1.08], [0.63, 3.33, 2.10], [-1.60, 4.90, 0.64], [-2.05, 3.39, 1.46], [-2.62, 3.70, -0.19], [0.36, 5.11, -1.42], [-0.81, 4.14, -2.33], [0.90, 3.71, -2.38], [2.72, 3.22, -1.06], [4.25, 3.38, -0.22], [2.95, 5.06, -3.07], [4.63, 4.77, -2.55], [4.06, 6.42, -2.87], [4.90, 6.24, 1.19], [5.27, 7.06, -0.33], [5.70, 5.35, -0.13], [-6.17, 0.68, -5.00], [-5.21, 0.65, -3.38], [-5.85, 0.25, -2.22], [-5.15, 0.21, -1.02], [-3.81, 0.59, -1.00], [-3.19, 0.99, -2.17], [-3.88, 1.03, -3.37], [-2.99, 0.54, 0.16], [-3.44, 0.35, 1.33], [-2.54, 0.22, 2.52], [-3.11, 0.03, 3.76], [-2.28, -0.14, 4.86], [-0.91, -0.12, 4.66], [-0.42, 0.07, 3.37], [-1.21, 0.24, 2.32], [-6.89, -0.06, -2.25], [-5.66, -0.15, -0.14], [-2.15, 1.30, -2.16], [-3.39, 1.34, -4.29], [-4.50, 0.23, 1.56], [-4.19, 0.00, 3.87], [-2.69, -0.30, 5.84], [-0.22, -0.27, 5.48], [0.64, 0.06, 3.19], [-5.10, -4.17, -0.85], [-4.30, -4.71, 0.14], [-2.96, -4.38, 0.23], [-2.37, -3.48, -0.67], [-3.20, -2.95, -1.66], [-4.54, -3.29, -1.77], [-0.57, -2.86, -0.60], [0.33, -3.69, -2.03], [-0.09, -4.90, -2.59], [0.63, -5.51, -3.61], [1.79, -4.92, -4.10], [2.22, -3.72, -3.57], [1.49, -3.11, -2.55], [0.18, -3.64, 0.98], [-0.30, -3.26, 2.23], [0.29, -3.67, 3.42], [1.42, -4.49, 3.37], [1.91, -4.89, 2.14], [1.30, -4.48, 0.96], [-6.15, -4.44, -0.93], [-4.73, -5.41, 0.85], [-2.35, -4.83, 1.01], [-2.78, -2.25, -2.39], [-5.14, -2.87, -2.57], [-0.99, -5.37, -2.22], [0.28, -6.45, -4.03], [2.34, -5.40, -4.90], [3.12, -3.25, -3.96], [1.84, -2.16, -2.16], [-1.19, -2.63, 2.30], [-0.12, -3.37, 4.37], [1.90, -4.81, 4.28], [2.78, -5.53, 2.09], [1.70, -4.81, 0.01]], "e_homo_ev": -8.986, "energy_ha": -11950.7196, "e_above_lowest_kcal_mol": 0.0, "total_charge": 1, "orbital_gap_ev": 5.170}